# 1
Here is a molecular structure, C59H149BeN10O19 from OMol25. Energies are from ωB97M-V/def2-TZVPD.

```
238
Properties=species:S:1:pos:R:3:mulliken_charge:R:1
Be 12.524 -4.993 10.779 0.917
C 13.249 -7.344 6.758 0.614
C 12.015 -7.185 7.622 1.060
C 11.436 -8.547 8.103 1.045
O 12.068 -6.151 8.578 0.328
H 13.047 -8.120 6.019 -0.193
H 14.163 -7.693 7.240 -0.329
H 13.477 -6.429 6.212 -0.781
H 11.216 -6.806 6.986 -0.689
H 10.424 -8.451 8.497 -0.377
H 11.910 -8.914 9.013 -0.904
H 11.384 -9.313 7.328 -0.198
C 8.310 -17.732 4.525 -0.812
O 8.084 -16.724 5.492 -0.367
C 9.209 -16.345 6.247 -0.997
C 10.353 -15.728 5.509 -0.770
N 10.170 -14.318 5.231 1.231
C 11.389 -13.874 4.513 -1.373
C 11.407 -12.364 4.204 -0.888
O 11.747 -11.622 5.371 0.501
C 13.118 -11.429 5.629 -0.984
H 8.873 -17.351 3.673 0.241
H 7.420 -18.284 4.224 0.279
H 8.977 -18.497 4.921 0.383
H 9.438 -17.232 6.837 0.483
H 8.848 -15.656 7.012 0.235
H 10.631 -16.347 4.657 0.640
H 11.204 -15.775 6.188 0.457
H 9.360 -14.171 4.646 -0.422
H 11.414 -14.458 3.593 0.515
H 12.290 -14.163 5.054 0.717
H 10.351 -12.121 4.087 0.116
H 12.011 -12.048 3.354 0.547
H 13.449 -10.875 6.508 -0.084
H 13.487 -10.789 4.828 0.364
H 13.759 -12.310 5.630 0.375
C 8.262 -2.800 3.902 -0.807
O 9.242 -2.492 4.822 -0.257
C 9.251 -3.444 5.874 0.281
C 10.454 -3.401 6.826 1.493
N 10.569 -2.019 7.330 -0.207
C 11.532 -1.266 6.643 -0.008
C 11.541 0.203 7.092 -0.432
O 12.628 0.804 6.339 -0.295
C 12.638 2.198 6.525 -0.860
H 8.318 -2.109 3.060 0.288
H 7.249 -2.711 4.295 0.313
H 8.379 -3.810 3.508 0.206
H 9.415 -4.401 5.378 -0.356
H 8.312 -3.485 6.425 0.617
H 11.327 -3.647 6.220 -0.355
H 10.391 -4.080 7.676 -1.639
H 9.685 -1.616 7.054 0.440
H 11.367 -1.282 5.565 0.250
H 12.482 -1.764 6.838 -0.091
H 11.833 0.171 8.141 0.030
H 10.513 0.561 7.034 0.424
H 11.703 2.661 6.209 0.362
H 13.385 2.591 5.836 0.284
H 12.654 2.567 7.551 0.306
C 14.600 -2.910 13.250 -1.013
O 13.996 -2.852 11.974 0.165
C 13.404 -1.613 11.786 -1.488
C 12.684 -1.487 10.437 -1.058
N 11.720 -2.534 10.091 1.393
C 10.599 -2.412 11.044 -1.228
C 9.462 -3.397 10.658 -0.962
O 9.990 -4.689 10.484 0.116
C 8.976 -5.482 9.839 0.240
H 15.379 -2.156 13.365 0.379
H 15.108 -3.850 13.463 0.264
H 13.894 -2.783 14.071 0.320
H 14.171 -0.844 11.874 0.545
H 12.736 -1.293 12.585 0.620
H 13.480 -1.443 9.694 0.406
H 12.238 -0.494 10.479 0.614
H 11.355 -2.419 9.156 -0.737
H 10.174 -1.409 11.084 0.483
H 10.975 -2.510 12.062 0.589
H 8.897 -3.108 9.772 0.503
H 8.754 -3.481 11.482 0.461
H 7.996 -5.425 10.313 0.544
H 9.192 -6.550 9.826 -0.685
H 8.907 -5.229 8.781 -0.194
C 14.103 -3.953 -2.422 -0.739
O 13.124 -4.103 -1.327 -0.316
C 13.384 -3.039 -0.423 -0.639
C 12.336 -3.032 0.745 -0.846
N 12.608 -4.128 1.701 -0.358
C 11.811 -4.000 2.920 -0.801
C 12.156 -5.217 3.735 0.564
O 11.539 -6.365 3.000 -0.451
C 11.920 -7.619 3.521 -0.564
H 15.126 -3.835 -2.065 0.310
H 13.851 -3.101 -3.055 0.302
H 14.047 -4.833 -3.063 0.260
H 13.403 -2.052 -0.886 0.460
H 14.398 -3.068 -0.027 0.348
H 11.353 -3.239 0.322 0.358
H 12.208 -2.140 1.357 0.467
H 12.317 -4.923 1.150 0.346
H 10.761 -3.879 2.653 0.565
H 12.089 -3.097 3.463 0.201
H 11.702 -5.203 4.726 -0.481
H 13.230 -5.370 3.844 0.260
H 11.649 -8.360 2.769 0.496
H 11.334 -7.799 4.423 -0.228
H 12.969 -7.816 3.740 0.541
C 11.244 -8.129 11.937 -0.147
O 12.362 -7.534 11.264 0.169
C 13.580 -8.253 11.401 -0.665
C 14.671 -7.426 10.693 -0.130
N 14.849 -6.154 11.425 0.084
C 15.945 -5.337 10.851 -1.079
C 15.760 -4.939 9.358 -0.885
O 14.582 -4.172 9.234 0.180
C 14.220 -3.855 7.860 0.084
H 10.917 -9.008 11.381 -0.368
H 10.393 -7.451 11.877 -0.121
H 11.550 -8.442 12.936 0.447
H 13.463 -9.232 10.936 -0.043
H 13.913 -8.484 12.413 0.572
H 14.338 -7.327 9.660 -0.580
H 15.572 -8.034 10.776 0.598
H 15.042 -6.323 12.401 0.326
H 16.875 -5.890 10.981 0.792
H 16.022 -4.401 11.405 0.080
H 15.692 -5.852 8.766 0.139
H 16.632 -4.384 9.011 0.833
H 14.669 -2.931 7.495 0.750
H 13.137 -3.734 7.848 -0.430
H 14.476 -4.600 7.106 -0.457
C 8.674 -7.211 3.716 -0.494
O 8.037 -8.299 4.397 -0.540
C 8.913 -9.069 5.254 -0.151
C 8.307 -10.333 5.796 0.906
N 7.970 -11.343 4.791 -0.428
C 7.339 -12.526 5.328 -0.133
C 7.042 -13.623 4.280 -1.140
O 8.237 -13.852 3.499 -0.415
C 7.922 -14.240 2.116 -1.068
H 7.936 -6.591 3.209 0.372
H 9.315 -7.655 2.954 0.268
H 9.281 -6.539 4.322 0.043
H 9.133 -8.386 6.075 0.213
H 9.851 -9.368 4.786 -0.253
H 7.330 -10.100 6.221 0.748
H 9.010 -10.728 6.529 -0.790
H 8.802 -11.769 4.407 0.378
H 6.406 -12.132 5.732 0.681
H 7.952 -12.973 6.111 -0.309
H 6.218 -13.210 3.699 0.573
H 6.794 -14.572 4.755 0.322
H 7.315 -13.484 1.618 0.344
H 7.388 -15.189 2.153 0.356
H 8.744 -14.383 1.414 0.304
C 21.984 -10.830 9.875 -0.738
O 20.576 -10.962 9.619 -0.326
C 19.687 -10.619 10.662 -0.688
C 18.267 -10.836 10.195 -0.583
N 17.870 -9.967 9.103 0.237
C 16.469 -10.332 8.649 -1.130
C 16.218 -11.703 7.872 0.331
O 16.186 -12.840 8.755 -0.388
C 15.493 -13.882 8.055 -0.646
H 22.053 -11.427 10.784 0.334
H 22.187 -9.820 10.231 0.267
H 22.628 -11.169 9.064 0.228
H 19.850 -9.595 10.999 0.186
H 19.790 -11.251 11.544 0.523
H 17.650 -10.594 11.060 0.259
H 18.027 -11.885 10.022 0.355
H 18.450 -9.964 8.276 0.369
H 16.134 -9.527 7.994 0.184
H 15.861 -10.417 9.549 0.300
H 17.010 -11.819 7.133 0.356
H 15.304 -11.602 7.286 -0.190
H 14.435 -13.712 8.252 0.055
H 15.728 -14.806 8.584 0.324
H 15.761 -13.982 7.003 0.345
C 22.898 -3.781 11.953 -0.778
O 21.815 -4.605 11.857 -0.331
C 21.409 -4.750 10.530 -0.653
C 20.132 -5.596 10.330 -0.155
N 19.912 -5.720 8.902 -0.348
C 18.801 -6.613 8.637 0.886
C 18.400 -6.546 7.147 -1.104
O 17.791 -5.353 6.758 -0.329
C 17.156 -5.439 5.509 -0.448
H 23.207 -3.537 12.969 0.297
H 22.508 -2.801 11.676 0.331
H 23.779 -4.068 11.378 0.291
H 22.197 -5.244 9.961 0.405
H 21.182 -3.836 9.982 0.336
H 19.267 -5.070 10.734 -0.012
H 20.061 -6.537 10.876 0.306
H 19.739 -4.844 8.430 0.382
H 17.933 -6.352 9.242 -0.949
H 18.919 -7.677 8.842 0.188
H 17.780 -7.411 6.911 0.493
H 19.258 -6.676 6.488 0.555
H 16.132 -5.793 5.631 -0.113
H 17.669 -5.997 4.726 0.420
H 16.933 -4.451 5.106 0.326
C 6.393 -10.425 9.174 -1.681
C 7.718 -9.764 9.692 1.766
C 7.580 -8.865 11.016 -0.388
O 6.688 -7.743 10.893 -0.394
C 6.561 -6.956 12.096 -0.766
N 8.614 -10.851 10.018 -0.568
H 6.581 -11.087 8.329 0.308
H 5.630 -9.719 8.847 0.379
H 5.990 -11.119 9.912 0.400
H 8.190 -9.213 8.879 -0.656
H 8.517 -8.459 11.397 -0.111
H 7.184 -9.439 11.854 0.644
H 5.717 -6.283 11.944 0.287
H 7.481 -6.475 12.429 0.208
H 6.344 -7.556 12.979 0.356
H 8.729 -11.466 9.226 0.218
H 9.508 -10.502 10.336 -0.060
C 11.608 -14.359 8.360 -1.356
C 10.873 -13.080 8.900 0.840
C 11.779 -12.014 9.512 2.112
O 12.607 -12.408 10.644 -0.440
C 11.890 -12.722 11.847 -0.764
N 10.102 -12.469 7.846 0.970
H 12.064 -14.224 7.379 -0.180
H 10.925 -15.208 8.335 0.197
H 12.440 -14.657 8.998 0.723
H 10.227 -13.445 9.698 0.482
H 11.260 -11.136 9.894 -1.408
H 12.517 -11.755 8.753 -0.576
H 12.499 -13.298 12.543 0.314
H 11.028 -13.380 11.741 0.308
H 11.599 -11.835 12.410 0.206
H 10.599 -11.865 7.208 -1.003
H 9.840 -13.114 7.115 -0.458
```

Its charge is +1. Its total energy is -117780.337 eV. The value obtained for the energy relative to the best compared isomer or geometry (same formula, charge and spin) is 0.000 eV. As for the HOMO-LUMO gap: 5.4 eV.

***

# 2
Here is 9 unconnected molecules or ions with the total composition C2H23N2O8 from OMol25. Energies are from ωB97M-V/def2-TZVPD.

```
35
Properties=species:S:1:pos:R:3:mulliken_charge:R:1
C 0.454 -3.684 -0.040 -0.892
N 0.996 -0.269 -1.069 -0.046
C 0.492 -1.378 -0.569 0.272
N 1.187 -2.554 -0.653 -0.133
H 0.300 -3.719 1.145 0.286
H 0.996 -4.653 -0.327 0.322
H -0.565 -3.781 -0.502 0.324
H 1.852 -0.155 -1.556 0.204
H 0.138 0.403 -1.109 0.180
H -0.633 -1.388 -0.159 0.166
H 2.148 -2.770 -0.940 0.292
H 3.440 1.093 1.560 0.301
H 4.107 0.108 2.436 0.303
O 3.210 0.341 2.072 -0.660
H -2.695 3.377 -0.517 0.254
H -1.985 4.181 0.444 0.277
O -1.869 3.620 -0.269 -0.522
H -3.511 -0.343 2.328 0.294
H -4.266 -1.429 1.463 0.313
O -3.373 -1.166 1.866 -0.590
H 0.882 3.040 -0.516 0.289
H -0.228 3.684 -1.342 0.304
O 0.332 2.950 -1.251 -0.599
H -1.589 0.757 0.439 0.303
H -0.749 0.970 1.534 0.265
O -1.096 0.263 1.054 -0.523
H 1.361 0.887 2.205 0.366
H 0.258 1.353 3.125 0.337
O 0.885 1.614 2.438 -0.676
H 3.206 -1.273 -3.365 0.332
H 3.581 -0.415 -2.180 0.280
O 3.275 -1.232 -2.405 -0.632
H -3.239 -0.229 -1.798 0.273
H -3.989 1.146 -1.983 0.280
O -3.311 0.653 -1.561 -0.545
```

Its charge is +1. Its total energy is -21799.865 eV. The value obtained for the energy relative to the best compared isomer or geometry (same formula, charge and spin) is 2.122 eV. As for the HOMO-LUMO gap: 11.0 eV.

***

# 3
Here is C3H8S2 in the gas phase from OMol25. Energies are from ωB97M-V/def2-TZVPD.

```
13
Properties=species:S:1:pos:R:3:mulliken_charge:R:1
C -1.045 0.851 -1.364 -1.124
C 0.215 0.205 -0.932 -0.268
C 0.305 -0.133 0.553 -0.652
S 1.963 -0.295 1.403 -0.076
S 0.836 -1.209 3.403 -0.214
H -0.929 1.628 -2.181 0.287
H -1.756 0.145 -1.849 0.283
H -1.619 1.399 -0.634 0.366
H 1.136 0.900 -0.851 0.170
H 0.632 -0.540 -1.618 0.376
H 0.024 -1.223 0.534 0.292
H -0.473 0.409 1.070 0.382
H 0.712 -2.137 2.468 0.178
```

Its charge is 0. Its total energy is -24909.197 eV. The value obtained for the energy relative to the best compared isomer or geometry (same formula, charge and spin) is 2.201 eV. The SMILES is CCCSS. As for the HOMO-LUMO gap: 7.9 eV.

***

# 4
Here is 2 unconnected molecules or ions with the total composition C6H16 from OMol25. Energies are from ωB97M-V/def2-TZVPD.

```
22
Properties=species:S:1:pos:R:3:mulliken_charge:R:1
C 1.149 -1.153 -1.083 -1.467
C 0.796 0.271 -1.483 0.966
C 0.641 1.177 -0.230 -1.311
C 1.763 0.890 -2.503 -1.396
H 0.295 -1.706 -0.694 0.322
H 1.928 -1.112 -0.322 0.340
H 1.572 -1.737 -1.906 0.384
H -0.212 0.287 -1.911 0.161
H -0.233 1.830 -0.261 0.281
H 0.687 0.588 0.681 0.306
H 1.464 1.900 -0.190 0.395
H 2.602 1.334 -1.977 0.344
H 2.059 0.104 -3.199 0.353
H 1.285 1.667 -3.093 0.340
C -2.348 -1.143 2.856 -0.913
C -1.798 0.057 2.099 -0.372
H -2.001 -2.046 2.356 0.274
H -1.973 -1.272 3.880 0.265
H -3.433 -1.152 2.966 0.268
H -2.536 0.698 1.626 0.360
H -1.067 -0.252 1.353 -0.257
H -1.171 0.750 2.661 0.355
```

Its charge is 0. Its total energy is -6481.064 eV. The value obtained for the energy relative to the best compared isomer or geometry (same formula, charge and spin) is 0.594 eV. The SMILES is CC(C)C.CC. As for the HOMO-LUMO gap: 12.1 eV.